Here is a structure of composition C33H32FN12O6PdS from OMol25. Energies are from ωB97M-V/def2-TZVPD.

Last column: Löwdin charge in e.
Positions of all 86 atoms, in Å:
Pd: -2.9620 -0.2392 1.3470  1.046
C: 3.9442 0.9662 4.5719  -0.056
C: 3.3323 -0.3456 4.1117  -0.176
N: 2.1610 -0.1381 3.2468  -0.016
C: 0.9393 -0.2068 3.7903  0.048
C: -0.2436 -0.0360 3.1153  -0.021
C: -1.5170 -0.2380 3.9222  -0.579
O: -1.4150 -0.2261 5.1349  0.068
O: -2.6233 -0.4796 3.2958  -0.153
C: -0.1632 0.3120 1.7510  -0.259
O: -1.1498 0.5041 0.9747  -0.120
C: 1.1550 0.4464 1.1621  -0.050
C: 1.2672 0.8033 -0.1862  0.104
C: 2.4892 0.8615 -0.7849  -0.176
F: 2.5326 1.2151 -2.0685  0.102
C: 3.6763 0.5364 -0.0836  -0.118
C: 3.5581 0.2256 1.2635  0.058
C: 2.3097 0.1753 1.9004  -0.113
N: 4.9514 0.5242 -0.6881  -0.078
C: 5.1761 1.1844 -1.9873  -0.121
C: 6.6677 1.1335 -2.3119  -0.066
N: 7.4230 1.0063 -1.0169  0.052
C: 7.1984 -0.3560 -0.4171  -0.072
C: 5.7188 -0.7132 -0.6094  -0.114
H: 4.8061 0.7720 5.2098  0.084
H: 3.2207 1.5447 5.1462  0.087
H: 4.2697 1.5744 3.7273  0.072
H: 2.9957 -0.9364 4.9608  0.127
H: 4.0499 -0.9620 3.5724  0.116
H: 0.8871 -0.4313 4.8489  0.153
H: 0.3801 1.0137 -0.7661  0.137
H: 4.4641 0.0567 1.8268  0.110
H: 4.8451 2.2199 -1.9158  0.138
H: 4.6661 0.7315 -2.8315  0.096
H: 7.0016 2.0268 -2.8319  0.140
H: 6.9311 0.2635 -2.9110  0.144
H: 7.0491 1.7007 -0.3682  0.179
H: 8.4171 1.1888 -1.1416  0.183
H: 7.4850 -0.2954 0.6313  0.131
H: 7.8600 -1.0493 -0.9326  0.139
H: 5.3813 -1.3237 0.2222  0.130
H: 5.5818 -1.3068 -1.5210  0.145
N: -3.6491 -3.1367 1.9760  0.175
C: -4.8219 -2.4983 1.8124  -0.420
N: -5.9290 -3.2207 1.8545  0.187
C: -7.0596 -2.5309 1.7128  -0.423
N: -8.2090 -3.2085 1.6948  0.188
N: -7.1391 -1.1884 1.6108  0.181
C: -5.9926 -0.5529 1.5588  -0.242
N: -4.7940 -1.1588 1.5936  0.054
C: -6.0632 0.9381 1.4806  -0.205
C: -7.3032 1.5641 1.5152  0.002
C: -7.3440 2.9480 1.4852  -0.040
C: -6.1538 3.6524 1.4238  -0.042
C: -4.9666 2.9365 1.3871  -0.125
N: -4.9177 1.6102 1.4111  0.082
H: -3.7105 -4.0988 2.2655  0.118
H: -2.8598 -2.5929 2.2914  0.074
H: -8.1989 -4.2094 1.7724  0.116
H: -9.0749 -2.7098 1.6003  0.115
H: -8.2017 0.9696 1.5714  0.110
H: -8.2925 3.4671 1.5145  0.115
H: -6.1381 4.7331 1.4060  0.111
H: -4.0124 3.4498 1.3404  0.114
O: 3.1789 -2.5779 -5.6588  -0.326
S: 3.0022 -1.6446 -4.5764  0.399
O: 2.8413 -2.2263 -3.2551  -0.378
O: 3.9182 -0.5067 -4.5825  -0.382
C: 1.4107 -0.8258 -4.9380  -0.341
N: 1.3672 -0.0759 -6.0376  0.132
C: 0.2604 0.6178 -6.2385  -0.101
C: -0.8037 0.6152 -5.3428  0.006
C: -0.6685 -0.2275 -4.2565  -0.232
N: 0.4224 -0.9677 -4.0665  0.164
C: -1.6387 -0.3133 -3.1309  -0.128
C: -1.6662 -1.4704 -2.3617  0.023
C: -2.3528 -1.4657 -1.1706  -0.096
N: -2.9389 -0.3585 -0.6917  -0.087
C: -3.0046 0.7263 -1.4666  -0.102
C: -2.4030 0.7704 -2.7133  0.015
H: 0.2165 1.2172 -7.1422  0.115
H: -1.6851 1.2151 -5.5207  0.110
H: -1.0894 -2.3319 -2.6677  0.129
H: -2.3460 -2.3244 -0.5131  0.107
H: -3.4819 1.5942 -1.0324  0.108
H: -2.4251 1.6939 -3.2751  0.118

Atoms 1-2, force components in eV/Å:
0.193 -0.317 -0.121
0.011 0.020 -0.002

Kohn-Sham gap ... 7.0 eV
Electronic energy ... -81935.9005 eV
Charge ... +1
HOMO energy ... -9.73 eV
Relative energy (zero: lowest compared OMol25 entry of this formula, charge and spin) ... 100.2 kJ/mol